24 unconnected molecules or ions with the total composition C32H119BF4N8O23, computed with ωB97M-V/def2-TZVPD.

Last column: Löwdin charge in e.
Positions of all 187 atoms, in Å:
O -1.0427 5.2674 -0.9375  0.28
H -1.4877 4.5438 -1.3847  0.07
H -0.6936 4.9795 -0.0909  0.09
H -1.6802 5.9687 -0.7848  0.16
B 0.1259 -0.6416 0.3038  -1.39
F -1.1630 -0.7034 -0.1839  0.14
F 0.4173 -1.6855 1.0801  0.20
F 1.0594 -0.6124 -0.7334  0.13
F 0.0160 0.5708 0.9664  0.13
C 6.3147 -1.5403 3.4485  -0.06
C 5.0629 -1.6021 4.2649  -0.45
C 4.1484 -2.7131 3.8169  -0.19
O 3.4232 -2.3664 2.6264  -0.24
C 2.8244 -3.6198 2.0691  -0.02
N 5.4827 -1.7272 5.6714  0.05
H 6.8873 -0.6151 3.5126  0.09
H 5.9005 -1.5498 2.4403  0.05
H 6.9168 -2.4386 3.3119  0.09
H 4.5062 -0.6696 4.1720  0.12
H 3.4724 -3.0397 4.6071  0.13
H 4.8942 -3.4761 3.5939  0.13
H 3.6586 -4.1867 1.6560  0.09
H 2.0821 -3.5219 1.2770  0.09
H 2.3354 -4.1814 2.8651  0.07
H 4.6927 -2.1160 6.1663  0.06
H 6.1086 -2.5100 5.7963  0.07
C -4.2057 4.5452 2.5987  -0.04
C -2.9398 5.3697 2.4238  -0.41
C -2.4003 6.0533 3.6488  -0.22
O -3.3668 6.8145 4.3304  -0.19
C -2.9320 7.7278 5.3352  -0.09
N -1.8739 4.5561 1.8558  0.05
H -4.6220 4.0157 1.7417  0.07
H -5.1561 5.0278 2.8263  0.08
H -3.9751 3.7361 3.2917  0.07
H -3.0983 6.1649 1.6954  0.13
H -1.5998 6.7367 3.3654  0.13
H -2.0098 5.3970 4.4265  0.10
H -3.6644 8.4350 5.7244  0.09
H -2.1956 8.3757 4.8598  0.08
H -2.4139 7.1878 6.1278  0.08
H -1.1336 4.5655 2.5428  0.02
H -2.0664 3.5660 1.8037  0.09
C 3.6796 0.0646 -4.3780  -0.06
C 3.3973 -0.1809 -5.8357  -0.40
C 4.2008 -1.4326 -6.2539  -0.20
O 5.5980 -1.4250 -5.9185  -0.19
C 6.4552 -2.2883 -6.7522  -0.09
N 1.9703 -0.4678 -6.0832  0.07
H 4.7353 0.3067 -4.2552  0.07
H 3.5255 -0.8674 -3.8341  0.07
H 3.0766 0.8846 -3.9883  0.08
H 3.6794 0.6009 -6.5409  0.14
H 4.0759 -1.6048 -7.3229  0.12
H 3.8350 -2.3791 -5.8559  0.10
H 6.3464 -3.3682 -6.6520  0.08
H 7.4870 -1.9376 -6.7754  0.08
H 6.2765 -2.2610 -7.8271  0.07
H 1.7427 -1.3066 -5.5686  0.02
H 1.3429 0.2750 -5.8102  0.03
C -2.7990 -4.0271 -3.1485  -0.02
C -4.0921 -4.7120 -2.7178  -0.46
C -5.4282 -4.2079 -3.3040  -0.21
O -5.5362 -2.8944 -2.8957  -0.22
C -6.7211 -2.3613 -3.4735  -0.09
N -4.0601 -6.0899 -2.8104  0.04
H -1.9957 -4.3843 -2.5041  0.08
H -2.6950 -2.9489 -3.0270  0.06
H -2.4179 -4.3567 -4.1150  0.07
H -4.2474 -4.3338 -1.7074  0.13
H -6.3657 -4.6871 -3.0222  0.13
H -5.3268 -4.2168 -4.3893  0.13
H -6.7978 -2.2604 -4.5562  0.10
H -6.9066 -1.3673 -3.0666  0.09
H -7.5372 -3.0214 -3.1798  0.09
H -3.4831 -6.4358 -2.0570  0.08
H -4.8385 -6.7005 -2.6071  0.08
C 1.2844 -6.5408 -6.0770  -0.07
C 0.7385 -5.2343 -5.4124  -0.40
C 1.8303 -4.1224 -5.4501  -0.16
O 1.2069 -2.9289 -4.8922  -0.26
C 1.4152 -2.7808 -3.5206  -0.11
N -0.2723 -4.7525 -6.3402  0.04
H 2.0207 -6.3652 -6.8613  0.07
H 0.5502 -7.0538 -6.6982  0.07
H 1.7670 -7.2483 -5.4027  0.07
H 0.4296 -5.4972 -4.4007  0.13
H 2.2738 -3.9399 -6.4289  0.12
H 2.7089 -4.4584 -4.8995  0.12
H 0.8954 -3.5093 -2.8983  0.09
H 1.0186 -1.7977 -3.2669  0.07
H 2.5003 -2.8394 -3.4354  0.09
H -0.5456 -3.9235 -5.8320  0.05
H -1.1465 -5.2584 -6.3449  0.07
C 1.2854 0.1863 4.1947  -0.04
C 2.2822 1.2953 4.3699  -0.39
C 2.9426 1.8001 3.0678  -0.16
O 3.9133 2.7474 3.5030  -0.15
C 4.9843 2.7657 2.6054  -0.12
N 1.6554 2.3106 5.2066  0.03
H 1.8303 -0.7096 3.8974  0.08
H 0.5582 0.4512 3.4271  0.09
H 0.8024 -0.1196 5.1227  0.06
H 3.0981 0.9358 4.9968  0.13
H 2.3019 2.2531 2.3113  0.11
H 3.3974 0.9381 2.5797  0.11
H 5.4328 1.7948 2.3950  0.09
H 5.8300 3.3019 3.0361  0.09
H 4.7959 3.3435 1.7006  0.09
H 2.3530 2.8324 5.7176  0.10
H 1.2326 1.9759 6.0605  0.08
C -1.4738 -0.0909 7.1500  -0.08
C -2.2935 0.2098 5.8998  -0.36
C -2.4424 1.7514 5.6619  -0.14
O -2.8689 2.2166 6.9554  -0.22
C -2.7298 3.6571 7.0829  -0.07
N -1.5845 -0.6096 4.9249  0.02
H -0.4449 0.2582 7.0637  0.06
H -1.2865 -1.1202 7.4560  0.08
H -1.9237 0.4144 8.0046  0.07
H -3.2855 -0.1855 6.1183  0.14
H -3.1939 2.0044 4.9140  0.12
H -1.4457 2.1677 5.5159  0.11
H -1.7615 3.8971 7.5223  0.08
H -3.3384 4.0126 7.9143  0.09
H -2.8670 4.1719 6.1320  0.07
H -1.4124 -1.5695 5.1879  0.08
H -0.6352 -0.2681 4.9727  0.00
C -2.8759 3.7915 -4.0512  -0.06
C -3.4437 3.6395 -2.7093  -0.45
C -4.7588 2.9351 -2.6263  -0.16
O -5.2164 3.0894 -1.2431  -0.18
C -6.3915 2.3542 -0.9791  -0.12
N -2.3998 2.9748 -1.8783  0.07
H -3.5161 4.4290 -4.6610  0.09
H -2.9837 2.8343 -4.5613  0.09
H -1.8507 4.1593 -4.0932  0.09
H -3.5111 4.6122 -2.2221  0.12
H -4.5238 1.9055 -2.8961  0.13
H -5.5109 3.3189 -3.3156  0.14
H -7.3087 2.9372 -1.0614  0.08
H -6.4473 1.8700 -0.0041  0.08
H -6.4876 1.5006 -1.6502  0.07
H -1.7696 2.4324 -2.4518  0.04
H -2.8984 2.2226 -1.4247  0.08
O -0.3936 1.4387 -5.4369  -0.06
H -0.7078 0.6038 -5.0899  -0.02
H -0.1960 1.9622 -4.6604  0.00
O 6.4863 -0.4561 0.0748  -0.06
H 5.6341 -0.5839 0.4916  -0.02
H 6.7145 -1.3178 -0.2740  0.05
O -1.0491 -1.0278 -4.3102  -0.05
H -0.9243 -1.9228 -3.9945  0.02
H -1.7098 -0.6570 -3.7252  -0.02
O 0.2496 -5.6617 3.4084  -0.05
H -0.2811 -4.9055 3.1576  -0.01
H -0.2352 -6.0672 4.1273  0.03
O -4.7536 -1.0957 -0.8456  -0.03
H -4.9351 -1.7581 -1.5123  0.00
H -5.2666 -1.3725 -0.0864  0.06
O 3.8229 -1.0785 0.4625  -0.03
H 3.5465 -1.5138 1.2689  -0.02
H 3.0153 -0.9673 -0.0391  0.03
O 0.1835 1.7332 -2.7047  -0.03
H 0.1000 0.8067 -2.9303  0.03
H 0.7982 1.7471 -1.9711  0.04
O 0.4262 4.1679 3.7888  -0.07
H 0.9253 3.3824 4.0126  -0.03
H 0.0954 4.4892 4.6277  0.02
O 5.3742 1.7030 -1.7178  -0.04
H 6.2474 2.0856 -1.8037  0.05
H 5.5171 0.8819 -1.2471  0.00
O 0.7143 3.5389 0.2905  -0.04
H 1.5554 3.0959 0.1788  -0.01
H 0.5041 3.4245 1.2173  0.01
O -1.9134 -4.2054 0.9676  -0.05
H -1.6155 -3.2958 0.9558  0.00
H -2.2463 -4.3374 1.8553  0.02
O -2.6314 -0.2916 -2.3558  -0.04
H -2.0588 -0.0024 -1.6454  0.03
H -3.3625 -0.7236 -1.9141  0.00
O -0.7720 -2.5862 3.1794  -0.05
H -0.4814 -2.1387 2.3847  -0.01
H -1.3134 -1.9408 3.6338  -0.02
O 3.0384 2.1353 -0.1681  -0.03
H 2.7305 1.3551 0.2930  0.02
H 3.8935 1.8853 -0.5181  0.01

Results
HOMO	-7.6038	eV
LUMO	-0.301	eV
2S+1	1
energy	-3883.40584	hartree
maximum force	0.078	hartree/bohr

A molecular structure, C32H27BrClN2O2Os, computed with ωB97M-V/def2-TZVPD.

Last column: natural (NBO) charge in e.
Positions of all 66 atoms, in Å:
Os -0.4580 0.9052 -0.0830  1.14
Br -2.5263 -0.5824 0.1291  0.30
C -3.7579 0.8043 -0.2447  -0.05
C -5.1027 0.5670 -0.2749  -0.20
C -5.9709 1.6407 -0.5421  -0.18
C -5.4716 2.8952 -0.7673  -0.18
C -4.0797 3.1310 -0.7362  0.01
C -3.5373 4.4176 -0.9715  -0.09
C -2.1906 4.6438 -0.9436  -0.25
C -1.3099 3.5842 -0.6679  -0.11
C -1.7702 2.2973 -0.4339  -0.17
C -3.1928 2.0624 -0.4697  -0.10
H -5.4951 -0.4253 -0.1003  0.24
H -7.0366 1.4627 -0.5689  0.24
H -6.1387 3.7218 -0.9745  0.23
H -4.2218 5.2320 -1.1767  0.23
H -1.8002 5.6348 -1.1285  0.24
H -0.2469 3.7778 -0.6311  0.23
C 1.7600 -1.8943 3.3097  -0.60
C 0.4864 -1.8724 2.4610  -0.41
C -0.6369 -1.1214 3.1319  -0.04
C -1.4260 -1.7691 4.0757  -0.20
C -2.4660 -1.1087 4.7078  -0.18
C -2.7328 0.2162 4.4032  -0.20
C -1.9692 0.9065 3.4683  -0.04
C -2.2546 2.3615 3.1967  -0.42
C -1.4555 3.2904 4.1155  -0.59
C -0.9221 0.2168 2.8527  0.17
N -0.1414 0.9002 1.8507  -0.54
C 1.0247 1.4960 2.2354  0.17
C 1.7965 2.0824 1.2668  -0.03
C 3.0634 2.7299 1.2084  -0.14
C 3.2986 2.9854 -0.1171  -0.30
C 2.1778 2.4892 -0.8442  0.09
N 1.2824 1.9683 -0.0252  -0.49
H 2.5633 -2.4217 2.7960  0.22
H 1.5793 -2.3933 4.2616  0.22
H 2.1074 -0.8835 3.5318  0.19
H 0.1570 -2.8960 2.2757  0.23
H 0.7123 -1.4421 1.4810  0.19
H -1.2259 -2.8090 4.3044  0.22
H -3.0752 -1.6300 5.4339  0.23
H -3.5508 0.7308 4.8926  0.22
H -3.3215 2.5386 3.3451  0.22
H -2.0360 2.6068 2.1574  0.21
H -1.5872 3.0120 5.1611  0.22
H -1.7777 4.3249 3.9966  0.22
H -0.3874 3.2505 3.8926  0.19
H 1.3009 1.4804 3.2836  0.24
H 3.7042 2.9538 2.0453  0.24
H 4.1622 3.4623 -0.5482  0.25
H 2.0154 2.5011 -1.9121  0.23
Cl 1.6860 -4.0394 -6.6985  0.03
C 0.9918 -2.9543 -5.5444  -0.01
C 1.6952 -2.6553 -4.3863  -0.24
C 1.1390 -1.7818 -3.4688  -0.16
C -0.1132 -1.2221 -3.7040  -0.13
C -0.8072 -1.5376 -4.8691  -0.15
C -0.2560 -2.4009 -5.7968  -0.24
C -0.7530 -0.3024 -2.7282  0.77
O -1.8979 0.0827 -2.7957  -0.60
O 0.0849 0.1304 -1.7674  -0.71
H 2.6637 -3.1025 -4.2145  0.24
H 1.6791 -1.5328 -2.5664  0.23
H -1.7819 -1.0995 -5.0355  0.24
H -0.7813 -2.6500 -6.7076  0.24

Results
HOMO (spin up / spin down)	-11.2633 / -11.2628	eV
LUMO (spin up / spin down)	-5.130 / -5.129	eV
2S+1	1
energy	-4620.29278	hartree
maximum force	0.009	hartree/bohr
net charge	+1
ΔE to the lowest compared entry with this formula, charge and spin	0.1464	eV

A molecular structure, C23H50HfO5SbSi3, computed with ωB97M-V/def2-TZVPD.

Last column: Löwdin charge in e.
Positions of all 83 atoms, in Å:
Hf 1.0462 -1.0657 0.6481  1.42
O 4.5584 -3.6396 1.5066  0.20
C 3.3721 -3.1929 1.1634  -0.45
O 2.9260 -2.1266 1.5457  0.01
C 2.6260 -4.1269 0.2528  -0.08
O 1.3634 -3.5702 -0.0342  -0.20
C 0.2187 -4.3320 0.4047  -0.05
C -0.7580 -3.3532 1.0317  -0.60
O -1.9407 -3.4301 0.8516  0.10
O -0.1082 -2.4142 1.7118  -0.22
H 4.9824 -2.9850 2.0864  0.16
H 3.2051 -4.2755 -0.6597  0.15
H 2.5345 -5.0927 0.7542  0.15
H -0.2365 -4.8342 -0.4461  0.15
H 0.5278 -5.0619 1.1546  0.14
C 1.5480 -1.8877 -2.9770  -0.10
C 2.8087 -1.5108 -2.2174  -0.52
C 3.8149 -0.8488 -3.1551  -0.08
C 2.4897 -0.6280 -1.0054  -0.31
H 1.7657 -2.4860 -3.8647  0.09
H 1.0224 -0.9901 -3.3109  0.06
H 0.8511 -2.4597 -2.3581  0.05
H 3.2690 -2.4391 -1.8551  0.10
H 3.3830 0.0575 -3.5905  0.08
H 4.1023 -1.5045 -3.9795  0.08
H 4.7197 -0.5527 -2.6225  0.08
H 2.1840 0.3681 -1.3750  0.04
H 3.4221 -0.4263 -0.4515  0.06
C 3.1306 1.7889 4.8857  -0.04
C 2.0578 2.3321 3.9329  -0.62
C 0.7897 2.6900 4.7208  -0.04
C 2.5865 3.5702 3.1961  -0.04
C 1.7265 1.2984 2.9426  -0.11
C 1.4445 0.4476 2.1169  -0.13
H 3.3815 2.5570 5.6188  0.09
H 4.0372 1.5215 4.3425  0.09
H 2.7721 0.9075 5.4173  0.09
H 1.0355 3.4290 5.4850  0.09
H 0.3726 1.8105 5.2120  0.09
H 0.0270 3.1134 4.0666  0.07
H 2.8290 4.3484 3.9215  0.09
H 1.8392 3.9639 2.5061  0.08
H 3.4874 3.3336 2.6295  0.09
C -1.9445 2.0665 2.1421  -0.22
Si -2.8764 0.7565 1.2195  0.30
C -4.4001 1.4752 0.4429  -0.21
C -3.3069 -0.6748 2.2993  -0.21
Sb -1.3329 -0.0494 -0.6715  0.90
Si -0.6073 2.2419 -1.6285  0.31
C 0.1278 1.9699 -3.3116  -0.21
C 0.6398 2.9931 -0.4713  -0.22
C -2.0658 3.3890 -1.7383  -0.21
Si -2.8754 -1.1314 -2.4264  0.31
C -4.0605 0.1788 -2.9781  -0.21
C -3.7503 -2.5337 -1.6065  -0.21
C -1.8406 -1.6926 -3.8524  -0.22
H -2.4525 2.2448 3.0946  0.05
H -1.9351 3.0068 1.5862  0.03
H -0.9132 1.7804 2.3538  -0.01
H -4.9387 2.0171 1.2275  0.05
H -5.0660 0.6928 0.0729  0.03
H -4.1951 2.1742 -0.3671  0.01
H -3.8869 -0.2788 3.1397  0.05
H -2.4251 -1.1823 2.6871  0.02
H -3.9129 -1.4148 1.7783  0.03
H 1.0762 1.4329 -3.2680  0.01
H 0.3179 2.9533 -3.7524  0.05
H -0.5410 1.4309 -3.9842  0.02
H 1.3670 2.2896 -0.0662  0.00
H 0.1462 3.4693 0.3772  0.02
H 1.1924 3.7615 -1.0211  0.05
H -2.9113 2.9795 -2.2903  0.02
H -1.7293 4.2876 -2.2653  0.05
H -2.4178 3.6958 -0.7518  0.02
H -4.7823 0.4468 -2.2073  0.02
H -4.6125 -0.2286 -3.8314  0.05
H -3.5610 1.0871 -3.3159  0.02
H -4.1490 -2.2634 -0.6275  0.03
H -3.0920 -3.3891 -1.4583  0.03
H -4.5840 -2.8349 -2.2476  0.05
H -1.2392 -0.8860 -4.2724  0.02
H -2.5055 -2.0596 -4.6399  0.05
H -1.1713 -2.5047 -3.5723  0.02

Results
HOMO	-11.4866	eV
LUMO	-2.854	eV
2S+1	1
energy	-2439.25158	hartree
maximum force	0.028	hartree/bohr
net charge	+1
ΔE to the lowest compared entry with this formula, charge and spin	0.0000	eV

A molecular structure, C24H24BCl24N3O2, computed with ωB97M-V/def2-TZVPD.

Last column: Löwdin charge in e.
Positions of all 78 atoms, in Å:
C -0.1750 -0.4281 -3.1768  -0.18
C 0.6531 -0.8798 -1.8356  -0.24
C 1.3872 0.3846 -1.0430  -0.06
C 1.4474 1.9020 -1.7435  -0.03
C 2.1805 3.1285 -0.9386  -0.17
C 2.9313 2.9646 0.5464  -0.13
N 3.5811 4.2032 1.0970  0.09
C 4.2139 3.8371 2.4102  -0.15
C 5.0481 5.0598 3.1887  -0.08
B 6.6629 4.6878 2.9427  -0.41
O 7.5640 5.5744 2.1627  0.03
O 7.2516 3.4063 3.4697  0.02
C 4.1817 2.3951 3.1624  -0.01
N 3.4973 1.2013 2.5600  0.05
C 2.8776 1.4852 1.2212  -0.11
C 2.1037 0.2247 0.4595  -0.05
C 2.0707 -1.2250 1.2576  -0.14
C 3.2210 -2.3391 0.9680  0.01
C 2.9840 -3.6434 1.9103  -0.06
C 1.7437 -3.6812 2.9259  -0.14
N 0.6436 -2.7124 3.1907  0.00
C 0.9060 -1.5392 2.3125  -0.09
H 0.4163 0.2528 -3.9222  0.07
H -1.1972 0.0701 -2.8471  0.08
H -0.4599 -1.4142 -3.7746  0.04
H -0.0741 -1.4675 -1.1313  0.01
H 1.5200 -1.6171 -2.1899  0.13
H 0.9617 2.1529 -2.7852  0.08
H 2.1843 4.2013 -1.4543  -0.04
H 4.7630 6.1242 2.7911  0.12
H 4.8405 4.9528 4.3433  0.06
H 7.2103 6.5136 2.3305  0.12
H 8.0113 3.1085 2.8757  0.12
H 4.7012 2.2575 4.2138  0.13
H 4.1249 -2.2637 0.2292  0.10
H 3.7263 -4.5585 1.8453  0.09
H 1.6754 -4.6647 3.6037  0.10
H 0.0883 -0.6736 2.4256  0.12
C -3.5179 -2.5577 -1.8400  -1.51
Cl -2.1641 -2.4341 -0.7036  0.58
Cl -2.9476 -2.3837 -3.5084  0.56
Cl -4.3674 -4.0985 -1.6303  0.49
H -4.2193 -1.7463 -1.6294  -0.10
C -3.2431 -8.0546 -1.1289  -1.56
Cl -4.9624 -7.9744 -1.5495  0.50
Cl -2.6730 -6.4842 -0.5389  0.50
Cl -2.9571 -9.3156 0.0826  0.52
H -2.6796 -8.3089 -2.0303  -0.05
C 2.5658 6.5205 6.6568  -1.51
Cl 4.3334 6.4005 6.6300  0.54
Cl 2.0596 8.1284 7.2025  0.55
Cl 1.8939 6.1666 5.0559  0.54
H 2.1812 5.7802 7.3630  0.02
C -7.5888 -0.8310 -1.1759  -1.51
Cl -8.2858 -0.0122 -2.5841  0.53
Cl -7.7391 -2.5887 -1.3407  0.52
Cl -5.8914 -0.3687 -0.9644  0.58
H -8.1437 -0.5198 -0.2871  0.02
C -3.8184 -8.6409 -5.5279  -1.51
Cl -3.1470 -10.2700 -5.3422  0.53
Cl -3.1123 -7.5373 -4.3351  0.56
Cl -3.5442 -8.0387 -7.1716  0.50
H -4.8965 -8.6910 -5.3549  0.02
C -5.4954 -10.3344 -9.9547  -1.53
Cl -3.7419 -10.0949 -10.0410  0.50
Cl -5.9538 -11.8604 -10.7296  0.52
Cl -6.0457 -10.3017 -8.2708  0.50
H -5.9815 -9.5159 -10.4918  0.02
C -0.9924 10.0654 7.9520  -1.55
Cl -2.3269 8.9362 7.6629  0.51
Cl -1.0826 11.4350 6.8315  0.52
Cl -1.0099 10.6325 9.6306  0.51
H -0.0512 9.5383 7.7764  -0.07
C -0.0991 6.4705 -1.6446  -1.48
Cl 0.5723 4.8413 -1.4589  0.67
Cl 0.6070 7.5741 -0.4518  0.52
Cl 0.1750 7.0727 -3.2883  0.52
H -1.1772 6.4204 -1.4716  0.02

Results
HOMO	-8.0417	eV
LUMO	-1.077	eV
2S+1	1
energy	-12312.48142	hartree
maximum force	0.157	hartree/bohr

A molecular structure, CH6Br2N2PtS4Sb, computed with ωB97M-V/def2-TZVPD.

Last column: natural (NBO) charge in e.
Positions of all 17 atoms, in Å:
Pt 0.1200 -0.4682 -1.1100  0.41
Br 2.5823 0.0350 -1.2533  0.10
C 2.4526 2.0432 -1.0253  -0.50
Br 0.6692 2.6474 -1.4641  0.10
H 3.1798 2.5050 -1.6898  0.22
H 2.6509 2.2656 0.0190  0.24
S -3.7089 -3.2198 -2.8581  -0.83
Sb -2.5929 -2.3924 -1.0267  1.36
S -2.1319 0.0054 -1.2590  -0.64
S -0.2250 -2.9039 -1.0057  -0.61
S -3.5134 -2.8013 1.0438  -0.87
N 0.2392 1.1326 1.9981  -0.69
N 0.2691 -0.2183 1.5178  -0.70
H -0.0656 1.1678 2.9745  0.33
H -0.4468 1.6339 1.4335  0.36
H -0.5632 -0.7528 1.7878  0.37
H 1.0848 -0.6796 1.9174  0.35

Results
HOMO (spin up / spin down)	-4.0891 / -4.0881	eV
LUMO (spin up / spin down)	1.235 / 1.258	eV
2S+1	1
energy	-7251.60022	hartree
maximum force	0.036	hartree/bohr
net charge	-1